Entry 1:
# C23H52DyO4P4

A structure of composition C23H52DyO4P4 (ωB97M-V/def2-TZVPD, the OMol25 dataset).

```
84
Properties=species:S:1:pos:R:3:forces:R:3:lowdin_spin:R:1
Dy -0.23246 -0.11837 -0.25375 -0.9 -0.1 0.9 5.064
P 0.73852 -2.32864 -1.56867 0.4 -2.1 -0.9 -0.011
P 2.77405 0.17588 0.22164 1.1 0.7 0.4 -0.013
P -2.93318 0.22365 -1.18710 -1.7 0.5 0.0 -0.001
H 2.46119 4.17622 -0.75404 -0.4 0.0 0.1 0.000
C 1.44022 4.57098 -0.72974 -0.3 0.8 0.1 0.000
C 0.70992 4.74124 0.38067 -0.1 -0.6 -0.3 0.000
H 0.99953 4.34537 1.36354 0.0 0.3 -0.4 0.000
C 1.64736 -2.74102 -3.10261 0.3 0.7 -0.4 -0.003
C 1.48399 -3.57940 -0.45621 0.0 0.1 0.5 0.001
C -0.85525 -3.13292 -1.98565 -0.3 0.2 0.2 0.001
C 3.05199 1.68359 1.23612 -0.2 0.1 0.1 0.001
C 3.72757 -1.05790 1.20019 -0.4 -0.3 -0.1 -0.003
C 3.90699 0.50632 -1.17338 0.1 -0.1 -0.3 -0.003
C -3.42264 1.98520 -0.98191 0.4 0.3 0.0 0.002
C -4.11053 -0.57066 -0.02134 0.3 -0.3 0.1 0.000
C -3.75117 -0.11657 -2.79619 0.6 -0.3 -0.2 0.001
H 1.08988 5.03988 -1.66052 0.2 -0.4 0.3 0.000
H -0.26102 5.25141 0.32345 0.5 -0.2 0.1 0.000
H 1.15920 -2.28523 -3.96648 0.0 0.0 0.1 0.000
H 1.71413 -3.82102 -3.28818 -0.2 0.2 0.4 -0.001
H 2.66572 -2.35094 -3.04454 0.0 0.0 -0.1 0.000
H 1.02095 -4.55666 -0.64521 0.2 0.2 0.0 0.000
H 1.32444 -3.30780 0.59263 0.0 -0.2 -0.1 0.000
H 2.56582 -3.64486 -0.62203 -0.2 0.0 0.0 0.000
H -0.61321 -4.09338 -2.45603 -0.2 0.2 0.1 0.000
H -1.44396 -2.51294 -2.67494 0.2 -0.2 0.0 0.000
H -1.45514 -3.30890 -1.08572 0.0 -0.1 -0.1 0.000
H 4.13503 1.83084 1.37673 -0.4 0.0 -0.1 0.000
H 2.58001 1.54070 2.21723 0.2 0.2 -0.3 0.000
H 2.61691 2.56987 0.74898 0.2 -0.3 0.2 0.000
H 4.79137 -0.78660 1.20932 -0.3 0.0 -0.1 -0.001
H 3.61545 -2.05896 0.77012 0.1 0.2 0.1 0.000
H 3.36664 -1.09074 2.23593 0.1 0.1 -0.2 0.000
H 4.79834 1.03022 -0.79599 -0.3 -0.2 -0.2 -0.001
H 3.42994 1.13381 -1.93892 0.2 -0.1 0.1 0.000
H 4.22436 -0.43951 -1.63474 -0.1 0.3 0.0 0.000
H -4.36349 2.15489 -1.52450 0.3 0.0 0.2 0.000
H -2.64449 2.64160 -1.39516 -0.3 -0.1 0.1 0.000
H -3.56419 2.23605 0.07599 0.0 0.0 -0.4 0.000
H -5.14058 -0.36428 -0.34125 0.3 0.0 0.1 0.000
H -3.95607 -0.18922 0.99641 -0.1 -0.2 -0.3 0.000
H -3.94293 -1.65588 -0.01327 -0.2 0.2 0.0 0.000
H -4.82812 0.07150 -2.68165 0.3 -0.1 0.0 0.000
H -3.57850 -1.16167 -3.08073 -0.2 0.2 -0.1 0.000
H -3.35264 0.53836 -3.58163 0.0 -0.2 0.2 0.000
C 0.44925 1.44679 -3.20948 -0.6 0.1 -0.8 0.001
C 1.14650 0.64311 -4.09631 -0.2 -0.3 -0.3 0.000
C 0.72164 0.66996 -5.43677 0.3 0.5 0.2 0.000
C -0.25449 1.58702 -5.84431 0.0 -0.6 -0.4 0.000
C -0.86401 2.42315 -4.91862 -0.5 0.9 -0.3 0.000
C -0.49416 2.39274 -3.58668 0.3 -0.6 0.6 0.000
O 0.42241 1.13643 -1.82904 2.1 0.2 0.8 -0.013
H 1.31854 0.84543 -1.42899 -0.2 1.0 -1.3 -0.002
H 1.98639 0.01345 -3.76884 -0.6 0.1 -0.1 0.000
H 1.15441 -0.01958 -6.16433 0.1 0.4 0.2 0.000
H -0.54072 1.63210 -6.90540 0.1 -0.1 0.6 0.000
H -1.66751 3.11316 -5.22391 0.6 -0.3 0.0 0.000
H -0.90517 3.02352 -2.79565 -0.1 -0.1 -0.5 0.000
C -1.39702 -3.93823 3.68854 -0.1 -0.1 -0.2 0.000
C -1.23892 -2.77554 2.73171 0.2 -0.1 0.2 0.000
O -0.14984 -1.93926 3.27326 0.4 0.9 -0.9 0.000
P 0.57178 -0.80922 2.36158 -1.2 0.2 2.8 -0.005
O 1.36051 0.07680 3.46575 -0.7 -1.1 -1.6 0.000
C 1.66698 -0.27242 4.88621 0.0 -0.4 0.1 0.000
C 0.53341 0.14596 5.76950 -0.3 0.1 0.1 0.000
O -0.78363 0.23129 1.92411 0.9 -0.3 0.9 -0.017
C -1.45993 1.02031 3.02470 0.4 -0.3 -0.2 0.000
C -2.39776 1.99269 2.39348 -0.3 0.2 0.0 0.000
H -0.52451 -4.59522 3.64061 -0.1 0.1 0.0 0.000
H -2.28465 -4.50563 3.39875 0.1 0.0 0.1 0.000
H -1.52841 -3.59848 4.72074 0.0 0.0 -0.2 0.000
H -0.96673 -3.13691 1.72160 0.0 0.2 0.2 0.000
H -2.15684 -2.17182 2.65838 0.4 0.0 0.1 0.000
H 1.85418 -1.34980 4.92639 0.0 0.2 0.0 0.000
H 2.58913 0.26409 5.12345 -0.2 -0.1 -0.3 0.000
H -0.38041 -0.40338 5.52047 0.1 0.1 0.1 0.000
H 0.78875 -0.07549 6.80878 0.0 0.0 -0.1 0.000
H 0.35141 1.22271 5.69103 0.0 -0.2 0.1 0.000
H -1.94772 0.29127 3.67305 0.0 0.0 -0.1 0.000
H -0.64715 1.50352 3.56441 -0.1 0.0 0.0 0.000
H -1.87049 2.61008 1.65691 -0.1 0.0 0.2 0.000
H -2.81027 2.65196 3.16881 0.1 -0.1 -0.2 0.000
H -3.23487 1.47991 1.90924 0.2 0.2 0.2 0.000
```
Forces are in eV/Å.

Calculated values
- HOMO level (alpha / beta) (hartree) = -0.6258 / -0.6257
- spin multiplicity = 6
- expectation value of S² = 9.3388
- net charge = +3



Entry 2:
# C23H52LaP4Se

A structure of composition C23H52LaP4Se (ωB97M-V/def2-TZVPD, the OMol25 dataset).

```
81
Properties=species:S:1:pos:R:3:forces:R:3:lowdin_charge:R:1
La 0.99258 -0.21425 0.90573 -3.6 2.5 -4.0 1.410
P 0.71434 2.54507 1.58820 0.1 1.0 0.6 0.633
P -0.97169 2.03803 -1.48187 -0.6 -0.1 -0.5 0.744
P 2.48100 1.05392 -1.49147 0.9 0.0 -0.8 0.668
H 2.23247 -3.91385 1.83051 0.4 1.1 0.3 0.101
C 2.77465 -2.93935 1.84476 0.1 0.7 1.5 0.089
C 2.19950 -1.73919 2.18169 2.7 -3.1 1.7 -0.351
H 1.27468 -1.77867 2.81746 0.8 0.2 -0.7 0.066
C -0.29557 2.61314 3.12697 0.0 0.0 -0.1 -0.254
C 0.61290 4.27061 0.98981 0.0 0.2 -0.3 -0.235
C 2.43494 2.49964 2.26295 -0.1 0.3 0.1 -0.271
C -1.85351 1.10027 -2.80413 0.1 0.0 0.0 -0.272
C -2.47252 2.68740 -0.62517 0.2 0.0 0.1 -0.291
C -0.56640 3.55180 -2.46445 0.2 0.1 0.2 -0.271
C 4.10208 0.19020 -1.58484 -0.2 0.1 0.3 -0.275
C 3.03676 2.79137 -1.64235 -0.1 0.0 0.3 -0.242
C 1.96444 0.78954 -3.23953 -0.3 -0.1 0.2 -0.255
H 3.88047 -2.99443 1.81727 -0.7 0.0 -1.0 0.121
H 2.86234 -0.81014 2.15742 -0.2 -1.4 1.0 0.055
H -0.06430 1.77514 3.79677 0.0 0.1 0.0 0.054
H -1.36528 2.56608 2.88582 0.3 0.1 0.0 0.030
H -0.08186 3.55357 3.64683 -0.1 -0.2 0.1 0.070
H -0.37593 4.49390 0.57353 0.2 -0.1 0.1 0.042
H 1.35894 4.48714 0.21403 -0.2 -0.2 0.2 0.046
H 0.79096 4.95702 1.82841 0.0 -0.2 -0.1 0.076
H 2.74761 1.48252 2.57504 0.0 0.3 0.1 0.017
H 2.42826 3.15499 3.14770 0.4 -0.4 -0.1 0.076
H 3.16849 2.88194 1.53459 -0.3 -0.2 0.3 0.049
H -2.49375 1.80539 -3.35377 0.1 -0.3 0.1 0.067
H -2.47117 0.31036 -2.35506 0.2 0.2 -0.2 0.023
H -1.14379 0.63998 -3.50458 -0.2 0.1 0.1 0.036
H -2.92812 3.46496 -1.24866 0.0 -0.2 0.2 0.065
H -2.21967 3.12287 0.34714 -0.1 0.0 -0.1 0.018
H -3.20872 1.88922 -0.47823 0.2 0.2 0.0 0.014
H -1.50497 3.97410 -2.84698 0.3 -0.1 0.0 0.060
H 0.08340 3.32095 -3.31565 -0.1 0.1 0.2 0.036
H -0.07204 4.30674 -1.83849 -0.1 -0.1 -0.2 0.031
H 4.59474 0.53217 -2.50604 0.1 -0.3 0.4 0.062
H 3.93611 -0.89532 -1.61178 0.2 0.2 -0.1 0.046
H 4.70130 0.46451 -0.70408 0.0 -0.2 -0.3 0.053
H 3.95368 2.82463 -2.24539 -0.3 0.0 0.1 0.076
H 3.24337 3.20557 -0.65265 0.1 0.1 -0.2 0.021
H 2.25252 3.36949 -2.13918 0.2 0.0 0.2 0.036
H 2.86182 0.64336 -3.85060 -0.2 0.2 0.1 0.073
H 1.38729 1.64264 -3.60692 0.1 -0.2 0.0 0.038
H 1.34766 -0.10669 -3.32667 0.1 0.2 -0.4 -0.016
C 1.01015 -3.66474 -1.86777 0.1 -0.3 -0.2 -0.554
C 1.56137 -4.39032 -0.80760 0.3 1.0 -0.3 -0.156
C 2.65345 -5.20526 -1.05530 -0.3 0.1 -1.1 -0.046
C 3.04380 -5.38213 -2.39934 -0.1 -0.5 0.5 -0.034
C 2.37594 -4.79033 -3.46664 -0.2 -0.1 0.0 -0.039
C 1.34265 -3.89938 -3.20981 0.1 0.5 1.2 -0.104
Se -0.14061 -2.14695 -1.46927 1.6 1.1 -1.4 0.858
H 0.81328 -1.19450 -2.35324 -1.6 -1.3 1.4 -0.073
H 1.23133 -4.16649 0.19691 -0.2 -0.2 -0.1 0.057
H 3.18299 -5.67588 -0.23925 0.0 -0.2 -0.1 0.117
H 3.84687 -6.06717 -2.61169 0.3 0.0 0.0 0.119
H 2.63545 -5.00062 -4.50677 0.1 0.0 0.4 0.133
H 0.88282 -3.30127 -3.98159 -0.1 -0.2 -0.2 0.109
C -4.43393 1.29518 1.97429 -0.6 0.4 -0.2 -0.128
C -3.34388 0.36121 2.52332 -0.3 0.5 0.5 -0.403
P -2.12519 -0.25455 1.30660 -0.4 -0.5 0.0 0.859
C -1.34752 -1.66907 2.21757 -0.5 -0.5 0.5 -0.485
C -2.16493 -2.35257 3.34648 0.4 -0.2 0.3 -0.100
C -3.24289 -1.14450 0.13233 0.4 0.2 -0.4 -0.413
C -4.38984 -1.96904 0.71822 -0.3 -0.2 -0.1 -0.106
H -5.15164 1.56029 2.78326 0.5 -0.3 -0.5 0.105
H -4.03269 2.25273 1.60020 -0.1 -0.5 0.2 0.056
H -5.03915 0.84384 1.15611 0.5 0.2 0.5 0.082
H -2.81855 0.89168 3.33540 -0.1 -0.3 -0.2 0.080
H -3.82840 -0.52807 2.95632 0.2 0.4 -0.1 0.075
H -1.06472 -2.40817 1.44188 0.1 0.1 0.3 0.057
H -0.41553 -1.32562 2.71901 -0.4 0.0 0.0 -0.008
H -1.54051 -3.12988 3.82041 -0.3 0.3 -0.1 0.094
H -2.45224 -1.60962 4.11082 0.2 -0.5 -0.3 0.087
H -3.07613 -2.84822 2.99185 0.4 0.3 0.0 0.071
H -3.63626 -0.35601 -0.53138 0.1 -0.3 0.1 0.065
H -2.58617 -1.77260 -0.49596 -0.4 0.3 0.2 0.000
H -5.08475 -1.35499 1.32275 0.4 -0.4 -0.3 0.081
H -4.97186 -2.38195 -0.12575 0.2 0.1 0.4 0.102
H -4.02278 -2.82336 1.31354 -0.3 0.4 -0.3 0.069
```
Forces are in eV/Å.

Calculated values
- HOMO level (hartree) = -0.6112
- spin multiplicity = 1
- net charge = +3



Entry 3:
# C23H52N3O8S

A cluster of 7 separate species, C23H52N3O8S in total (ωB97M-V/def2-TZVPD, the OMol25 dataset).

```
87
Properties=species:S:1:pos:R:3:forces:R:3:lowdin_charge:R:1
N 4.62071 3.10660 1.49847 -0.5 0.5 -1.9 0.248
C 4.19082 3.23143 0.42149 1.3 -0.8 2.5 -0.275
O 3.58867 3.22325 -0.72996 -0.4 0.4 -0.3 0.121
C 2.22639 3.33903 -0.47269 1.4 -0.1 -0.5 -0.204
N 1.72528 4.49784 -0.69912 -0.7 -0.1 0.2 0.252
N 0.43725 4.53847 -0.40299 0.0 1.2 -0.5 0.066
C -0.29038 3.55789 0.06735 -1.6 -0.4 1.4 -0.545
S -2.00293 3.81893 0.42363 -0.8 0.5 -0.6 0.903
C 0.23484 2.30376 0.27255 0.2 0.1 0.0 0.076
C 1.55881 2.18344 -0.01164 -0.2 -0.3 -0.2 -0.211
O 2.21503 1.06362 0.14363 0.8 -0.5 -0.2 0.150
H -0.01809 5.42994 -0.56227 0.1 0.2 0.0 0.178
H -2.00193 4.18635 1.72259 0.7 -0.1 -0.1 -0.075
H -0.35970 1.48924 0.65101 -0.3 -0.2 0.0 0.132
H 2.12494 0.47685 -0.63438 -0.2 -0.7 0.3 0.138
C 6.46971 0.81404 -3.10516 0.1 -0.2 0.0 -0.056
C 5.39456 0.89749 -4.17733 0.0 0.3 0.5 -0.490
C 4.94767 2.33332 -4.40605 -0.1 0.0 -0.2 -0.059
O 4.27395 0.09405 -3.79968 0.0 -0.2 -0.3 -0.053
H 6.08852 1.18635 -2.14862 0.0 0.1 0.0 0.072
H 6.77484 -0.22051 -2.94938 0.0 0.0 0.0 0.083
H 7.34872 1.39871 -3.37809 0.0 0.0 0.0 0.084
H 5.77507 0.48132 -5.10971 -0.1 -0.1 0.0 0.141
H 4.51945 2.75235 -3.48922 0.1 0.0 0.1 0.062
H 4.17363 2.37581 -5.17295 0.0 0.0 0.0 0.081
H 5.78160 2.96278 -4.71779 0.0 0.0 0.0 0.084
H 3.93105 0.44873 -2.97521 0.0 0.0 0.1 0.063
C 1.66434 -3.86237 -1.00646 0.4 0.6 -0.3 -0.053
C 1.47139 -2.60164 -0.18244 -0.3 -0.4 0.2 -0.448
C 0.28359 -2.72739 0.75858 0.0 0.5 -0.1 -0.038
O 1.27971 -1.47658 -1.06020 0.4 0.6 0.0 -0.070
H 0.78310 -4.05646 -1.62479 0.7 0.6 0.2 0.031
H 2.51399 -3.75457 -1.68102 0.1 0.0 0.1 0.094
H 1.83532 -4.72733 -0.36626 0.0 0.0 0.0 0.098
H 2.37509 -2.39677 0.39225 0.1 0.2 -0.1 0.140
H -0.64182 -2.88796 0.19731 0.4 0.0 0.3 0.045
H 0.15297 -1.81212 1.33849 0.1 0.0 0.1 0.079
H 0.41554 -3.55940 1.44943 0.0 0.0 0.0 0.096
H 0.48522 -1.63986 -1.57829 0.0 -0.1 0.0 0.086
C -4.85301 0.79839 -0.16102 0.2 0.3 -0.1 -0.056
C -3.62379 -0.09552 -0.10955 -0.6 -0.2 0.3 -0.474
C -3.96163 -1.49737 0.36334 0.5 -0.1 -0.1 -0.054
O -2.64185 0.47717 0.76731 0.5 0.2 -0.2 -0.098
H -5.29894 0.89516 0.83102 -0.1 -0.2 0.0 0.082
H -4.58431 1.80307 -0.49726 0.0 0.0 -0.1 0.063
H -5.60626 0.39540 -0.83730 0.0 0.0 0.0 0.083
H -3.16733 -0.14462 -1.10048 0.2 0.1 0.1 0.136
H -4.37561 -1.47911 1.37058 -0.2 0.1 -0.1 0.078
H -3.06237 -2.11248 0.39481 0.0 0.0 -0.1 0.059
H -4.68628 -1.97297 -0.29639 -0.1 0.0 0.1 0.076
H -3.03007 0.52239 1.64669 -0.1 -0.1 0.0 0.090
C -2.96837 -4.45540 -2.43350 -0.1 0.2 0.0 -0.045
C -1.69825 -4.33234 -1.60568 -0.4 -0.8 -0.1 -0.488
C -0.76499 -5.50998 -1.84308 -0.1 -0.4 0.2 -0.064
O -2.02869 -4.24550 -0.21914 -0.1 0.0 -0.2 -0.085
H -3.51857 -5.35879 -2.15887 0.1 -0.1 0.0 0.088
H -3.62873 -3.60696 -2.24903 0.0 0.0 0.0 0.071
H -2.74465 -4.49753 -3.50026 0.0 0.0 0.0 0.086
H -1.18515 -3.40162 -1.86007 -0.1 0.1 0.1 0.121
H -1.24662 -6.44599 -1.55039 -0.2 0.0 -0.1 0.095
H 0.13859 -5.41055 -1.23955 -0.7 -0.6 -0.2 0.039
H -0.47684 -5.58291 -2.89278 0.0 0.0 0.0 0.100
H -2.48324 -5.05689 0.02822 0.0 -0.1 0.0 0.105
C 6.06259 6.11416 4.09769 -0.1 0.1 0.0 -0.068
C 5.73923 5.06857 5.15464 0.4 -0.2 -0.4 -0.501
C 6.99392 4.34338 5.61587 0.0 -0.1 0.2 -0.064
O 4.79824 4.12875 4.63494 -0.2 0.1 0.2 -0.077
H 6.50352 5.64300 3.21485 0.1 0.0 0.1 0.077
H 5.15386 6.62287 3.77274 0.0 0.0 0.1 0.074
H 6.76178 6.85997 4.47788 0.0 0.0 0.0 0.080
H 5.25929 5.54787 6.00857 -0.1 -0.1 0.0 0.136
H 7.46338 3.81892 4.77915 0.0 0.1 -0.1 0.081
H 6.74710 3.59440 6.36845 0.0 0.0 0.0 0.079
H 7.72013 5.03767 6.04051 0.0 0.0 0.0 0.081
H 5.20416 3.69346 3.87707 0.0 0.0 -0.1 0.039
C -9.05435 -1.22933 0.32463 0.1 0.2 -0.1 -0.058
C -7.81295 -2.10585 0.38436 -0.4 -0.1 0.4 -0.496
C -8.15114 -3.51588 0.84204 0.2 -0.1 -0.1 -0.058
O -6.85007 -1.52606 1.26883 0.1 0.1 -0.2 -0.079
H -9.51114 -1.14325 1.31397 0.0 -0.1 0.0 0.084
H -8.79587 -0.22062 -0.00008 0.0 0.0 0.0 0.077
H -9.79494 -1.63738 -0.36391 0.0 0.0 0.0 0.083
H -7.34426 -2.14365 -0.60093 0.1 0.1 0.1 0.133
H -8.57986 -3.50059 1.84744 -0.1 0.1 0.0 0.084
H -7.25125 -4.13055 0.88456 0.0 0.0 0.0 0.078
H -8.86558 -3.99039 0.16858 0.0 0.0 0.0 0.083
H -7.24581 -1.48320 2.14545 -0.1 0.0 0.0 0.093
```
Forces are in eV/Å.

Calculated values
- HOMO level (hartree) = -0.4243
- spin multiplicity = 1
- net charge = +1



Energy above the lowest of the compared OMol25 structures with the same formula, charge and spin for the records above, in order: 0.00; 0.00; 9.62 kcal per mole
Total energy for the records above, in order: -94099.676; -128029.092; -56369.886 eV